Entry 1:
The following is a quantum chemistry calculation of a structure of composition C46H41InN4O5Te, from the OMol25 dataset.

Values from the calculation:
Orbital gap (spin up / spin down) ... 0.229 / 0.100 Eh
HOMO energy (spin up / spin down) ... -0.337 / -0.337 hartree
Charge ... +1
Multiplicity ... 2
⟨S²⟩ ... 0.754
E_tot ... -77023.690 eV

Geometry (Å):
In -2.91819 0.71585 0.62682
C 2.41280 -5.07012 -0.11683
C 1.48021 -3.89063 0.02433
C 0.37052 -3.93419 0.84568
C -0.55336 -2.89114 0.93451
C -1.72293 -2.98777 1.84179
O -2.26005 -2.01047 2.33716
C -2.24698 -4.35090 2.20592
C -2.75715 -4.53760 3.48742
C -3.29430 -5.75890 3.85917
C -3.34700 -6.80201 2.94356
C -2.86411 -6.61632 1.65638
C -2.31385 -5.39679 1.28901
C -0.37079 -1.70167 0.15845
O -1.26259 -0.78939 0.10448
C 0.84635 -1.62301 -0.61189
C 1.70572 -2.70531 -0.67929
C 1.15289 -0.36914 -1.36567
N 1.27970 0.78867 -0.83791
C 1.11351 1.01988 0.56297
C 1.96709 2.24329 0.92033
Te 2.53627 2.10189 2.96399
C 4.13529 0.79172 2.59988
C 5.39640 1.32771 2.36456
C 6.43086 0.47453 2.01609
C 6.20107 -0.89041 1.91262
C 4.94173 -1.41117 2.17317
C 3.89369 -0.57341 2.52103
C 1.35468 -0.46066 -2.84124
C 1.74730 0.67035 -3.56085
C 1.98350 0.59419 -4.92125
C 1.82738 -0.61496 -5.59058
C 1.40486 -1.73479 -4.89290
C 1.16457 -1.65768 -3.52729
H 2.09260 -5.90110 0.51072
H 3.43972 -4.82317 0.15502
H 2.43767 -5.42449 -1.14911
H 0.23077 -4.80471 1.47696
H -2.72723 -3.71285 4.18728
H -3.68149 -5.89743 4.86027
H -3.77417 -7.75452 3.22905
H -2.91900 -7.41983 0.93341
H -1.96419 -5.24719 0.27527
H 2.58612 -2.63686 -1.31378
H 1.36895 0.14100 1.17774
H 0.06793 1.25270 0.76892
H 1.42792 3.17886 0.77839
H 2.89928 2.26758 0.35529
H 5.58162 2.39127 2.45531
H 7.41610 0.87838 1.82637
H 7.00942 -1.55143 1.63045
H 4.76505 -2.47239 2.10867
H 2.91712 -0.99202 2.73435
H 1.86373 1.60481 -3.02832
H 2.30057 1.47639 -5.46330
H 2.03949 -0.68244 -6.65007
H 1.26844 -2.67557 -5.41081
H 0.81990 -2.53509 -2.99793
O -1.78079 7.10483 -3.03034
C -1.21132 6.99343 -1.74197
C -1.37533 5.58201 -1.24849
C -1.26499 5.28589 0.10383
C -1.47838 3.98270 0.51323
N -1.73884 2.98266 -0.32602
C -1.80955 3.25336 -1.63400
C -1.65226 4.54573 -2.12410
C -2.07980 2.10161 -2.54402
C -2.04692 2.21751 -3.92562
C -2.26403 1.09233 -4.71097
C -2.26999 1.21944 -6.21462
O -3.26119 2.12654 -6.66767
C -2.50013 -0.11651 -4.07655
C -2.52518 -0.14475 -2.69005
N -2.32771 0.93470 -1.94710
H -1.81047 8.03140 -3.28442
H -1.68550 7.67576 -1.03022
H -0.14070 7.23232 -1.76808
H -1.04644 6.06207 0.82706
H -1.47677 3.71517 1.56472
H -1.77735 4.77467 -3.17084
H -1.86407 3.16512 -4.41265
H -2.38540 0.23216 -6.67172
H -1.32067 1.63468 -6.54977
H -4.13135 1.77795 -6.44664
H -2.66029 -1.02226 -4.64736
H -2.70897 -1.06566 -2.14728
O -1.97320 1.90536 3.01107
N -1.48492 1.70498 4.18505
C -0.80979 2.68533 4.83269
C -0.32465 2.49382 6.10991
C -0.52396 1.28202 6.75548
C -1.20413 0.28436 6.07295
C -1.67540 0.50995 4.79643
H -0.72233 3.61344 4.28858
H 0.19513 3.30827 6.59530
H -0.17224 1.12216 7.76451
H -1.39205 -0.67807 6.52762
H -2.21950 -0.21603 4.20828

Cartesian forces (eV/Å) of the 3 atoms listed first:
In -0.101 -0.370 -0.093
C -0.044 0.102 -0.014
C 0.281 0.068 -0.022

Atomic partial charges in e from the Löwdin method, atoms 1 to 2:
1. In 0.9045
2. C -0.0516


Entry 2:
The following is a quantum chemistry calculation of a structure of composition C46H41N3O4PdS in a non-equilibrium geometry, from the OMol25 dataset.

Values from the calculation:
Orbital gap ... 0.308 Eh
HOMO energy ... -0.298 hartree
ΔE to the lowest compared entry with this formula, charge and spin ... 0.583 eV
E_tot ... -75343.562 eV

Geometry (Å):
Pd 0.64659 -0.53297 -0.25498
O 0.12305 -0.66163 -2.18393
C -1.17150 -0.58080 -2.66657
C -2.15621 -1.10233 -1.57745
C -1.60582 -2.31754 -0.89928
C -2.08514 -3.57646 -1.21647
C -1.54250 -4.68709 -0.59167
C -0.55669 -4.50134 0.35456
C -0.11135 -3.21457 0.64431
C 0.98565 -3.04535 1.66334
C 1.09154 -1.69004 2.38854
O 1.48395 -0.69303 1.51248
C -0.17902 -1.31947 3.16682
C -1.23284 -2.19538 3.39933
C -2.30028 -1.82462 4.21186
C -2.31018 -0.58136 4.82334
C -1.25854 0.29839 4.59717
C -0.21468 -0.06026 3.76305
C 2.18899 -1.81542 3.46895
C 3.11715 -0.79119 3.62695
C 4.07869 -0.84623 4.62659
C 4.13182 -1.93013 5.48952
C 3.19704 -2.94631 5.35560
C 2.23121 -2.88235 4.36218
N -0.62578 -2.15516 0.01079
C -1.57285 0.84346 -3.08141
C -0.62511 1.85663 -3.12244
C -0.96745 3.13839 -3.53307
C -2.26695 3.42874 -3.91644
C -3.22652 2.42674 -3.87162
C -2.88025 1.14904 -3.45453
C -1.25103 -1.46259 -3.93263
C -2.44810 -1.94326 -4.45808
C -2.47166 -2.69755 -5.62347
C -1.29168 -2.98724 -6.29028
C -0.09219 -2.52034 -5.77372
C -0.07394 -1.76972 -4.60770
H -3.12802 -1.36656 -1.99154
H -2.32274 -0.30815 -0.84940
H -2.86495 -3.67126 -1.95894
H -1.89026 -5.68216 -0.83758
H -0.11130 -5.33630 0.87863
H 1.94424 -3.20224 1.15894
H 0.88365 -3.86217 2.37765
H -1.24206 -3.18123 2.95009
H -3.11468 -2.51932 4.37585
H -3.12922 -0.29931 5.47277
H -1.26060 1.27572 5.06536
H 0.59011 0.63388 3.55623
H 3.04105 0.07265 2.98088
H 4.77981 -0.02768 4.74212
H 4.88056 -1.97588 6.26967
H 3.21132 -3.79022 6.03381
H 1.49164 -3.67212 4.30730
H 0.38426 1.63625 -2.80911
H -0.21300 3.91584 -3.54593
H -2.53382 4.42864 -4.23426
H -4.24762 2.63442 -4.16806
H -3.64505 0.38263 -3.43750
H -3.39105 -1.73807 -3.96748
H -3.41783 -3.05764 -6.00804
H -1.30656 -3.57236 -7.20083
H 0.83935 -2.74653 -6.27778
H 0.86273 -1.42710 -4.19242
N 5.64606 1.08260 1.85503
C 5.61242 1.79170 0.69945
O 6.38048 2.70846 0.47693
C 4.58030 1.38853 -0.31417
C 4.67433 1.91457 -1.59623
C 3.75708 1.51936 -2.55315
C 2.75757 0.63192 -2.19109
N 2.63868 0.15771 -0.94861
C 3.53107 0.53000 -0.03142
H 6.35452 1.33003 2.52369
H 5.07597 0.27425 2.02696
H 5.46823 2.61760 -1.81111
H 3.80273 1.88913 -3.56787
H 2.01687 0.26450 -2.89026
H 3.34203 0.10974 0.94781
C -2.39926 1.25018 1.52593
S -1.28460 1.88849 0.27387
O 0.10080 1.90675 0.83074
C -1.86981 3.57911 0.34944
C -1.10507 4.51888 1.01945
C -1.54952 5.83346 1.07115
C -2.73990 6.19281 0.45523
C -3.48949 5.24199 -0.22628
C -3.05124 3.92867 -0.28709
H -2.25805 1.78511 2.46150
H -2.19572 0.18725 1.66045
H -3.41193 1.40056 1.14733
H -0.17180 4.21142 1.47409
H -0.96097 6.57993 1.58896
H -3.08100 7.21925 0.49627
H -4.40911 5.52681 -0.72122
H -3.60905 3.18585 -0.84586

Cartesian forces (eV/Å) of the 3 atoms listed first:
Pd 0.640 -1.410 -0.439
O -0.038 0.655 -0.113
C 0.089 -0.313 0.133

Atomic partial charges in e from the Löwdin method, atoms 1 to 2:
1. Pd 1.0284
2. O -0.3217


Entry 3:
The following is a quantum chemistry calculation of a structure of composition C46H42MnO3P3S, from the OMol25 dataset.

Values from the calculation:
Orbital gap (spin up / spin down) ... 0.238 / 0.225 Eh
HOMO energy (spin up / spin down) ... -0.594 / -0.594 hartree
ΔE to the lowest compared entry with this formula, charge and spin ... 0.000 eV
Charge ... +3
Multiplicity ... 4
⟨S²⟩ ... 3.970
E_tot ... -124523.796 eV

Geometry (Å):
Mn -0.07802 -1.27435 1.21963
O -0.27459 -2.99998 2.24532
C 0.65319 -2.38355 2.84371
O 0.46061 -1.09902 3.00750
C 2.02361 -2.90861 3.00597
C 2.42276 -3.79615 3.98933
C 3.75589 -4.18452 4.02635
C 4.65724 -3.69844 3.08813
C 4.24332 -2.82304 2.09315
C 2.91514 -2.41580 2.04790
P 2.27391 -1.34935 0.71559
C 3.23803 0.15650 0.74666
C 3.47257 0.87669 -0.43055
C 4.30614 1.98205 -0.40414
C 4.89889 2.37772 0.79114
C 4.64422 1.68355 1.96710
C 3.81116 0.57628 1.95136
C 2.60384 -2.15805 -0.85959
C 3.91275 -2.12618 -1.35513
C 4.23202 -2.81297 -2.51441
C 3.25214 -3.52788 -3.19305
C 1.95148 -3.55472 -2.71021
C 1.62864 -2.87440 -1.54595
H 1.71627 -4.16687 4.72087
H 4.09441 -4.87132 4.79200
H 5.69343 -4.00880 3.12665
H 4.96057 -2.46418 1.36448
H 3.04269 0.55264 -1.37150
H 4.51283 2.52515 -1.31930
H 5.56923 3.22920 0.80222
H 5.10555 1.99583 2.89645
H 3.62367 0.03594 2.87094
H 4.68493 -1.56076 -0.84797
H 5.24727 -2.78870 -2.89038
H 3.50554 -4.06126 -4.09991
H 1.19078 -4.11073 -3.24488
H 0.61157 -2.89595 -1.17864
C -1.36296 -4.56325 -0.22504
S -2.27640 -3.05159 0.00394
C -3.17677 -3.01646 -1.52696
O -1.24585 -1.88370 -0.19856
H -0.87015 -4.56173 -1.19662
H -2.09119 -5.37593 -0.16695
H -0.65265 -4.64973 0.59529
H -3.84961 -3.87709 -1.52443
H -2.48065 -3.06957 -2.36379
H -3.76161 -2.09809 -1.55002
C -2.06751 1.57553 0.85660
P -0.29043 1.04325 0.73581
C 0.47897 2.11626 1.95475
C 0.02099 2.00953 3.27273
C 0.53670 2.83929 4.25304
C 1.50852 3.77862 3.92685
C 1.98048 3.87064 2.62609
C 1.47563 3.03685 1.63849
C 0.12625 1.54768 -0.94490
C 0.40732 0.58060 -1.90919
C 0.68306 0.95853 -3.21719
C 0.66855 2.30097 -3.56795
C 0.36172 3.26936 -2.61682
C 0.08577 2.89760 -1.31167
P -3.09666 1.10039 -0.55474
C -3.26010 2.36530 -1.78427
C -3.07381 2.03039 -3.12710
C -3.22428 3.01073 -4.09567
C -3.55028 4.30793 -3.72385
C -3.73225 4.64104 -2.38441
C -3.58983 3.67249 -1.40623
C -4.59558 0.33400 -0.07600
C -4.67966 -0.45537 1.08926
C -5.86088 -1.09431 1.39905
C -6.96407 -0.96941 0.55134
C -6.88550 -0.20880 -0.61203
C -5.70805 0.43654 -0.93600
H -2.03827 2.66946 0.85673
H -2.53321 1.26118 1.78926
H -0.72911 1.27477 3.54900
H 0.18057 2.75566 5.27171
H 1.89927 4.43773 4.69196
H 2.74589 4.59447 2.37444
H 1.87274 3.10132 0.63613
H 0.42967 -0.46911 -1.65408
H 0.91978 0.20379 -3.95697
H 0.89451 2.59854 -4.58484
H 0.34056 4.31654 -2.89217
H -0.15373 3.66416 -0.58305
H -2.80936 1.01805 -3.41158
H -3.09005 2.76377 -5.14107
H -3.67212 5.07029 -4.48356
H -3.99562 5.65324 -2.10804
H -3.74898 3.93086 -0.36470
H -3.83192 -0.55312 1.75865
H -5.94068 -1.68133 2.30523
H -7.89343 -1.46378 0.80716
H -7.74968 -0.11253 -1.25628
H -5.64770 1.04166 -1.83366

Cartesian forces (eV/Å) of the 3 atoms listed first:
Mn -0.515 0.405 -0.660
O 0.130 -0.091 0.177
C 0.074 0.110 0.330

Atomic partial charges in e from the Löwdin method, atoms 1 to 2:
1. Mn 0.5426
2. O 0.0050